# 1
This record from OMol25 describes C60H46IrNO2P3Si as an isolated structure. The level of theory is ωB97M-V/def2-TZVPD.

```
114
Properties=species:S:1:pos:R:3
Ir -1.212 -0.683 -0.448
C -3.317 -0.983 5.142
C -3.831 -0.984 3.855
C -2.997 -0.774 2.767
C -1.637 -0.564 2.959
C -1.112 -0.630 4.256
C -1.951 -0.816 5.340
P -0.438 -0.289 1.626
C 0.797 -1.544 2.052
C 0.388 -2.876 2.098
C 1.254 -3.851 2.569
C 2.517 -3.494 3.028
C 2.918 -2.165 3.001
C 2.063 -1.191 2.508
C 0.359 1.334 1.768
C 0.671 1.902 3.001
C 1.343 3.115 3.049
C 1.692 3.770 1.875
C 1.355 3.219 0.648
C 0.699 1.992 0.577
Si 0.065 1.315 -1.042
C 1.149 0.696 -2.435
C 0.661 0.887 -3.734
C 1.386 0.458 -4.836
C 2.611 -0.163 -4.651
C 3.115 -0.352 -3.366
C 2.391 0.057 -2.257
P 2.968 -0.160 -0.532
C 3.941 1.362 -0.266
C 4.577 1.506 0.969
C 5.255 2.673 1.283
C 5.308 3.715 0.365
C 4.691 3.578 -0.868
C 4.009 2.408 -1.184
C 4.247 -1.451 -0.652
C 5.518 -1.211 -1.180
C 6.442 -2.240 -1.273
C 6.110 -3.517 -0.837
C 4.856 -3.762 -0.296
C 3.931 -2.731 -0.199
C -1.058 2.618 -1.741
C -0.640 3.777 -2.401
C -1.569 4.721 -2.802
C -2.927 4.526 -2.555
C -3.359 3.383 -1.908
C -2.413 2.437 -1.513
P -2.915 0.944 -0.647
C -3.796 1.595 0.782
C -3.030 2.312 1.702
C -3.630 2.889 2.806
C -5.001 2.765 2.994
C -5.772 2.090 2.058
C -5.176 1.509 0.946
C -3.986 0.063 -1.809
C -4.924 -0.903 -1.426
C -5.649 -1.581 -2.387
C -5.435 -1.328 -3.739
C -4.486 -0.397 -4.129
C -3.762 0.297 -3.170
H -3.970 -1.141 5.989
H -4.886 -1.158 3.689
H -3.416 -0.809 1.778
H -0.044 -0.578 4.427
H -1.534 -0.857 6.337
H -0.619 -3.151 1.806
H 0.933 -4.884 2.606
H 3.184 -4.252 3.418
H 3.900 -1.887 3.363
H 2.380 -0.156 2.481
H 0.392 1.418 3.926
H 1.587 3.553 4.007
H 2.213 4.717 1.915
H 1.614 3.752 -0.259
H -0.289 1.385 -3.892
H 0.994 0.610 -5.833
H 3.181 -0.503 -5.506
H 4.079 -0.828 -3.234
H 4.555 0.694 1.688
H 5.749 2.768 2.241
H 5.845 4.623 0.606
H 4.748 4.379 -1.594
H 3.536 2.316 -2.154
H 5.787 -0.216 -1.512
H 7.424 -2.047 -1.683
H 6.835 -4.317 -0.909
H 4.604 -4.750 0.068
H 2.966 -2.916 0.259
H 0.412 3.941 -2.610
H -1.243 5.619 -3.310
H -3.644 5.271 -2.872
H -4.414 3.225 -1.718
H -1.959 2.430 1.556
H -3.030 3.440 3.518
H -5.471 3.213 3.859
H -6.844 2.021 2.186
H -5.796 1.010 0.217
H -5.063 -1.158 -0.387
H -6.376 -2.323 -2.082
H -6.006 -1.864 -4.485
H -4.310 -0.203 -5.179
H -3.037 1.036 -3.488
O -3.599 -3.974 -0.089
C -2.718 -3.176 -0.250
O -2.816 -1.893 0.020
C -1.380 -3.588 -0.798
C -1.105 -4.897 -1.122
C 0.143 -5.202 -1.647
C 1.060 -4.181 -1.845
C 0.714 -2.889 -1.499
N -0.481 -2.604 -0.968
H -1.875 -5.639 -0.962
H 0.393 -6.223 -1.906
H 2.041 -4.369 -2.258
H 1.389 -2.064 -1.646
```

Spin multiplicity: 2
Orbital gap (alpha / beta): 6.08 / 4.78 eV
Charge: +2
Highest occupied orbital energy (alpha / beta): -12.70 / -12.68 eV

Mulliken atomic charge list, values in e, 8 entries: 0.741 -0.844 -1.055 0.118 1.534 -1.244 -0.822 1.215

# 2
This record from OMol25 describes C26H30N5SZn as an isolated structure. The level of theory is ωB97M-V/def2-TZVPD.

```
63
Properties=species:S:1:pos:R:3
Zn -0.447 0.374 1.016
C -0.599 -2.958 0.965
N -1.016 -1.690 1.534
C -1.897 -1.671 2.451
C -2.346 -0.411 2.981
C -3.299 -0.103 3.943
C -3.334 1.302 4.012
C -2.404 1.762 3.084
N -1.804 0.728 2.454
C 0.847 -3.298 1.268
C 1.179 -4.608 1.602
C 2.497 -4.971 1.848
C 3.500 -4.015 1.770
C 3.174 -2.704 1.445
C 1.859 -2.344 1.193
H -0.738 -2.874 -0.117
H -1.235 -3.776 1.324
H -2.334 -2.592 2.850
H -3.882 -0.808 4.516
H -3.950 1.910 4.657
H -2.131 2.782 2.855
H 0.396 -5.357 1.671
H 2.736 -5.995 2.107
H 4.529 -4.289 1.967
H 3.948 -1.946 1.392
H 1.620 -1.312 0.941
C 2.247 2.775 -1.254
C 1.864 2.119 0.086
C 1.230 3.222 0.942
C 0.891 0.984 -0.147
C 3.121 1.595 0.804
C 3.043 1.171 2.138
C 4.134 0.653 2.805
C 5.358 0.501 2.151
C 5.453 0.895 0.829
C 4.355 1.448 0.172
H 1.339 3.193 -1.691
H 2.632 2.041 -1.965
H 2.993 3.575 -1.140
H 0.349 3.600 0.416
H 1.924 4.049 1.124
H 0.893 2.833 1.905
H 1.348 0.186 -0.745
H 2.084 1.221 2.639
H 4.031 0.338 3.837
H 6.211 0.078 2.669
H 6.392 0.781 0.298
H 4.469 1.758 -0.858
C 0.960 -0.023 -3.904
C -0.424 -0.671 -3.913
C -1.291 -0.222 -2.782
N -1.667 -0.987 -1.815
N -2.407 -0.331 -0.866
C -2.599 0.914 -1.156
N -3.328 1.776 -0.360
S -1.887 1.404 -2.647
H 1.567 -0.410 -4.724
H 1.464 -0.211 -2.957
H 0.886 1.061 -4.006
H -0.346 -1.756 -3.824
H -0.928 -0.457 -4.860
H -3.420 1.394 0.577
H -2.923 2.701 -0.319
```

Orbital gap: 4.48 eV
Charge: -1
Highest occupied orbital energy: -1.86 eV

Mulliken atomic charge list, values in e, 8 entries: -1.006 -1.191 0.343 -0.083 0.001 -0.926 -0.571 -0.789

# 3
This record from OMol25 describes C4H4N2O2 as an isolated structure. The level of theory is ωB97M-V/def2-TZVPD.

```
12
Properties=species:S:1:pos:R:3
C -1.776 -0.107 0.126
C -0.051 0.834 -0.255
C 1.454 0.779 -0.029
C -0.378 -0.515 0.465
H 0.066 0.697 -1.294
H 2.016 1.717 -0.107
H 0.649 -2.074 -0.010
H -0.203 -0.500 1.636
N 1.786 -0.441 -0.039
N 0.579 -1.167 -0.305
O -2.870 -0.532 -0.282
O -1.272 1.309 0.093
```

Orbital gap: 10.31 eV
Highest occupied orbital energy: -9.91 eV

Mulliken atomic charge list, values in e, 8 entries: 0.356 0.082 -0.140 0.094 0.346 0.348 0.250 0.268

# 4
This record from OMol25 describes C26H20AsMoN3OS as an isolated structure. The level of theory is ωB97M-V/def2-TZVPD.

```
53
Properties=species:S:1:pos:R:3
Mo 1.179 -0.330 0.783
N 2.043 0.483 4.906
C 2.090 0.460 3.555
S 1.780 -1.196 2.814
N 2.292 1.478 2.770
N 2.356 1.137 1.446
C 3.303 1.775 0.809
C 3.740 1.527 -0.504
C 4.726 2.314 -1.079
C 5.203 2.000 -2.310
C 4.670 0.938 -3.045
C 3.677 0.152 -2.492
C 3.254 0.427 -1.226
O 2.245 -0.320 -0.743
H 1.676 -0.352 5.370
H 2.411 1.273 5.397
H 3.809 2.542 1.405
H 5.175 3.129 -0.473
H 5.939 2.605 -2.819
H 5.166 0.759 -3.967
H 3.337 -0.730 -3.018
C -5.895 -1.055 -0.403
C -5.006 -0.095 -0.875
C -3.821 0.096 -0.192
C -3.413 -0.743 0.871
C -4.304 -1.687 1.304
C -5.563 -1.831 0.677
As -1.712 -0.744 1.959
C -0.882 -1.866 0.598
C -0.676 -3.269 0.719
C -0.416 -4.018 -0.403
C -0.344 -3.377 -1.691
C -0.387 -1.983 -1.802
C -0.664 -1.209 -0.647
C -0.771 0.299 -0.536
C -0.670 1.232 -1.588
C -0.905 2.556 -1.281
C -1.217 3.011 0.019
C -1.200 2.137 1.083
C -0.941 0.760 0.818
H -6.873 -1.157 -0.857
H -5.263 0.545 -1.722
H -3.155 0.863 -0.523
H -4.144 -2.354 2.155
H -6.193 -2.631 1.071
H -0.727 -3.710 1.686
H -0.180 -5.066 -0.348
H -0.236 -4.000 -2.564
H -0.246 -1.506 -2.774
H -0.501 0.927 -2.599
H -0.909 3.334 -2.051
H -1.394 4.032 0.215
H -1.464 2.437 2.101
```

Spin multiplicity: 3
Orbital gap (alpha / beta): 6.32 / 6.05 eV
Charge: +2
Highest occupied orbital energy (alpha / beta): -14.32 / -14.32 eV

Mulliken atomic charge list, values in e, 8 entries: 0.528 -0.401 0.706 -0.333 -1.245 0.669 -0.372 0.592